i) Here is one molecule with the formula C2H3N3OS from the Open Molecules 2025 dataset. Energies are from the ωB97M-V functional and the def2-TZVPD basis.

Atoms and positions in Å:
C 0.16 1.56 -0.19
C -1.86 0.42 0.18
N -1.09 1.43 -0.02
N 0.48 -0.65 -0.47
N 1.75 -1.09 0.18
O -3.00 0.24 0.50
S -0.87 -1.20 0.06
H 0.61 2.48 -0.50
H 1.48 -1.85 0.83
H 2.34 -1.34 -0.57

Values from the calculation:
Kohn-Sham gap (spin up / spin down) ... 0.2555 / 0.2778 Ha
E_HOMO (spin up / spin down) ... -7.95 / -8.22 eV
Molecular weight ... 117.13 g mol⁻¹

ii) Here is a 2-piece molecular cluster, C2H3N3OS overall from the Open Molecules 2025 dataset. Energies are from the ωB97M-V functional and the def2-TZVPD basis.

Atoms and positions in Å:
C -0.07 -0.76 -2.06
C 0.32 0.44 -1.92
N -0.20 0.25 2.17
N -1.38 0.50 2.32
N 0.60 -0.49 1.73
O -0.47 -1.83 -1.92
S 1.91 -1.30 1.58
H 0.08 0.93 -0.92
H 0.87 1.07 -2.63
H -1.66 1.20 1.65

Values from the calculation:
SMILES ... [H]/N=N/N=S.C=C=O
Kohn-Sham gap ... 0.2919 Ha
E_HOMO ... -8.41 eV
Molecular weight ... 117.13 g mol⁻¹

Relative energy of each structure, in kJ/mol: i) 0.0; ii) 42.7.

i) Here is one molecule with the formula C2H3N3OS from the Open Molecules 2025 dataset. Energies are from the ωB97M-V functional and the def2-TZVPD basis.

Atoms and positions in Å:
C 0.11 0.93 0.27
C 0.12 -1.21 0.04
H -0.02 2.13 2.06
H 0.25 -3.11 -0.44
H -0.62 1.23 -1.77
N 0.31 -0.15 0.96
N 0.28 -2.41 0.31
N -0.16 0.71 -1.04
O -0.35 -0.70 -1.19
S 0.09 2.57 0.80

Values from the calculation:
SMILES ... [H]/N=c1/nc(S)[nH]o1
Kohn-Sham gap ... 0.3513 Ha
E_HOMO ... -9.10 eV
Molecular weight ... 117.13 g mol⁻¹

ii) Here is C2H3N3OS as an isolated structure from the Open Molecules 2025 dataset. Energies are from the ωB97M-V functional and the def2-TZVPD basis.

Atoms and positions in Å:
C -1.27 1.17 0.15
C -0.64 -0.03 0.09
N -2.63 1.37 -0.01
N -2.34 -1.38 0.07
N 0.53 -0.54 -0.11
O -4.67 -0.16 -0.10
S -3.22 -0.15 0.04
H -0.53 2.01 -0.04
H 1.01 -0.98 0.72
H 0.67 -0.88 -1.09

Values from the calculation:
Kohn-Sham gap ... 0.3393 Ha
E_HOMO ... -9.25 eV
Molecular weight ... 117.13 g mol⁻¹

Relative energy of each structure, in kJ/mol: i) 0.0; ii) 295.4.

i) Here is a 2-piece molecular cluster, C2H6Se overall from the Open Molecules 2025 dataset. Energies are from the ωB97M-V functional and the def2-TZVPD basis.

Atoms and positions in Å:
C 0.78 0.44 -0.19
C -0.26 -0.63 -0.11
Se -2.03 0.05 0.13
H 0.63 1.04 -1.00
H 0.70 0.97 0.83
H 1.81 0.12 -0.32
H -0.09 -1.93 1.32
H -0.03 -1.32 -0.93
H -1.51 1.28 0.26

Values from the calculation:
Kohn-Sham gap ... 0.3132 Ha
E_HOMO ... -8.42 eV
Molecular weight ... 109.03 g mol⁻¹

ii) Here is a 2-piece molecular cluster, C2H6Se overall from the Open Molecules 2025 dataset. Energies are from the ωB97M-V functional and the def2-TZVPD basis.

Atoms and positions in Å:
C -0.86 -0.30 -0.42
C 0.18 0.54 0.03
Se 1.96 0.00 -0.19
H -1.14 0.14 -1.51
H -0.68 -1.31 -0.46
H -1.77 -0.28 0.19
H 0.28 0.69 1.86
H 0.05 1.55 -0.17
H 1.98 -1.03 0.66

Values from the calculation:
Kohn-Sham gap ... 0.3161 Ha
E_HOMO ... -8.37 eV
Molecular weight ... 109.03 g mol⁻¹

iii) Here is C2H6Se as an isolated structure from the Open Molecules 2025 dataset. Energies are from the ωB97M-V functional and the def2-TZVPD basis.

Atoms and positions in Å:
C -0.89 0.08 -0.25
C 0.65 0.19 -0.49
Se 1.61 -1.07 0.66
H -1.24 -0.33 0.84
H -1.16 1.24 -0.21
H -1.50 -0.33 -1.08
H 0.92 1.25 -0.38
H 0.92 -0.15 -1.50
H 0.69 -0.87 2.40

Values from the calculation:
Kohn-Sham gap ... 0.3120 Ha
E_HOMO ... -8.73 eV
Molecular weight ... 109.03 g mol⁻¹

Relative energy of each structure, in kJ/mol: i) 170.2; ii) 148.6; iii) 0.0.

i) Here is one molecule with the formula C11H14 from the Open Molecules 2025 dataset. Energies are from the ωB97M-V functional and the def2-TZVPD basis.

Atoms and positions in Å:
C 1.57 -2.12 -0.15
C 2.74 -1.40 0.02
C 0.23 -1.74 -0.10
C -0.28 -0.52 -0.28
C 2.78 0.04 0.13
C 1.98 0.83 -0.73
C 3.16 0.66 1.29
C 1.57 1.60 -1.67
C -2.70 -0.37 -1.06
C -1.93 0.65 1.15
C -1.56 0.28 -0.30
H 1.63 -3.23 -0.27
H 3.73 -1.92 -0.03
H -0.54 -2.55 -0.11
H 2.86 1.54 1.61
H 3.50 0.00 2.07
H 2.21 2.20 -2.37
H 0.48 1.54 -1.84
H -2.41 -0.69 -2.11
H -3.65 0.30 -1.00
H -2.91 -1.35 -0.63
H -2.07 -0.33 1.86
H -3.02 1.03 1.03
H -1.15 1.21 1.70
H -1.28 1.29 -0.68

Values from the calculation:
Kohn-Sham gap (spin up / spin down) ... 0.2931 / 0.2837 Ha
E_HOMO (spin up / spin down) ... -7.79 / -7.35 eV
Molecular weight ... 146.23 g mol⁻¹

ii) Here is one molecule with the formula C11H14 from the Open Molecules 2025 dataset. Energies are from the ωB97M-V functional and the def2-TZVPD basis.

Atoms and positions in Å:
C 0.56 1.67 0.35
C 1.17 0.50 0.32
C 2.52 -0.10 -0.01
C 2.31 -1.38 -0.19
C -0.87 1.45 0.06
C 0.99 -1.96 0.21
C 0.19 -0.58 0.49
C -1.17 -0.11 0.17
C 3.76 0.68 -0.03
C -2.30 -0.60 1.15
C -1.49 -0.56 -1.24
H 0.97 2.57 0.09
H -1.48 1.99 0.73
H -1.20 1.95 -0.89
H 0.43 -2.70 -0.46
H 1.31 -2.52 1.05
H 3.42 1.63 0.37
H 4.12 0.89 -1.09
H 4.66 0.28 0.37
H -2.64 0.05 2.05
H -2.13 -1.64 1.42
H -3.24 -0.58 0.53
H -1.75 -1.54 -1.33
H -0.60 -0.41 -1.90
H -2.35 0.14 -1.64

Values from the calculation:
Kohn-Sham gap (spin up / spin down) ... 0.3219 / 0.2459 Ha
E_HOMO (spin up / spin down) ... -8.49 / -7.05 eV
Molecular weight ... 146.23 g mol⁻¹

Relative energy of each structure, in kJ/mol: i) 147.3; ii) 0.0.

i) Here is one molecule with the formula C5H6N2O from the Open Molecules 2025 dataset. Energies are from the ωB97M-V functional and the def2-TZVPD basis.

Atoms and positions in Å:
C -0.93 -0.64 -0.16
C 0.29 -1.24 0.43
C 1.45 -0.37 -0.11
C 0.71 0.87 -0.55
C -0.11 1.56 0.46
H -2.70 -0.56 -0.75
H 0.22 -1.18 1.49
H 0.59 -2.28 0.13
H 1.21 1.51 -1.36
H -0.05 1.05 1.47
H -0.44 2.59 0.33
N -2.02 -1.19 -0.40
N -0.73 0.68 -0.57
O 2.53 -0.79 -0.42

Values from the calculation:
SMILES ... [H]/N=C1/CC(=O)[C@@H]2CN12
Kohn-Sham gap ... 0.3905 Ha
E_HOMO ... -9.98 eV
Molecular weight ... 110.12 g mol⁻¹

ii) Here is C5H6N2O as an isolated structure from the Open Molecules 2025 dataset. Energies are from the ωB97M-V functional and the def2-TZVPD basis.

Atoms and positions in Å:
C 1.43 0.17 0.07
C -0.02 -0.12 -0.02
C -2.00 -0.70 -0.09
C -2.03 0.86 -0.31
C -0.71 1.25 0.04
H 2.58 -1.57 -0.88
H 2.34 -1.87 0.55
H 1.30 0.87 -0.74
H 1.59 0.88 0.99
H -2.96 1.47 -0.29
H -0.36 2.40 0.70
N 2.45 -0.94 -0.06
N -0.70 -1.21 -0.16
O -2.90 -1.49 0.20

Values from the calculation:
Kohn-Sham gap ... 0.3289 Ha
E_HOMO ... -9.82 eV
Molecular weight ... 110.12 g mol⁻¹

iii) Here is C5H6N2O as an isolated structure from the Open Molecules 2025 dataset. Energies are from the ωB97M-V functional and the def2-TZVPD basis.

Atoms and positions in Å:
C 1.00 0.65 -0.18
C -0.31 1.03 -0.10
C -1.37 0.05 -0.02
C -0.91 -1.36 0.10
C 0.34 -1.70 0.15
H 2.89 0.94 0.23
H -0.57 2.05 -0.14
H -3.23 -0.35 0.34
H -1.66 -2.16 0.35
H 0.64 -2.76 0.19
H 2.31 -0.99 -0.17
N -2.60 0.42 0.17
N 1.34 -0.68 0.05
O 1.98 1.62 -0.25

Values from the calculation:
Kohn-Sham gap ... 0.2865 Ha
E_HOMO ... -7.91 eV
Molecular weight ... 110.12 g mol⁻¹

Relative energy of each structure, in kJ/mol: i) 0.0; ii) 230.9; iii) 15.1.

i) Here is one molecule with the formula C5H6N2O from the Open Molecules 2025 dataset. Energies are from the ωB97M-V functional and the def2-TZVPD basis.

Atoms and positions in Å:
C 1.56 -1.91 0.03
C 2.35 -0.76 -0.16
C -0.44 -0.59 0.06
C -2.63 0.44 -0.09
C -1.33 0.40 -0.04
N 0.23 -1.57 0.12
N 1.82 0.39 -0.14
O 2.56 1.56 0.10
H 1.66 -2.92 0.26
H 3.34 -0.81 0.12
H -3.18 1.32 -0.35
H -3.06 -0.51 -0.14
H -0.69 1.24 -0.26
H 2.08 2.31 -0.04

Values from the calculation:
Kohn-Sham gap (spin up / spin down) ... 0.2678 / 0.2678 Ha
E_HOMO (spin up / spin down) ... -7.09 / -7.09 eV
Molecular weight ... 110.12 g mol⁻¹

ii) Here is C5H6N2O as an isolated structure from the Open Molecules 2025 dataset. Energies are from the ωB97M-V functional and the def2-TZVPD basis.

Atoms and positions in Å:
C 0.43 -0.10 -0.30
C -1.95 -0.03 0.44
C -3.19 -0.15 -0.08
C 1.45 -0.98 -0.20
C 2.24 -1.90 0.37
H 1.78 3.20 0.41
H 2.67 1.79 -0.55
H -1.66 0.61 1.44
H -3.85 -0.96 -0.89
H -3.66 0.82 0.57
H 2.77 -3.03 0.25
N 1.61 1.94 0.14
N 0.42 1.15 -0.25
O -0.76 -0.64 -0.22

Values from the calculation:
Kohn-Sham gap ... 0.3051 Ha
E_HOMO ... -8.43 eV
Molecular weight ... 110.12 g mol⁻¹

Relative energy of each structure, in kJ/mol: i) 0.0; ii) 483.5.